{"formula": "C36H76B2O11", "method": "the ωB97M-V functional and the def2-TZVPD basis", "symbols": ["C", "C", "C", "O", "B", "C", "B", "O", "O", "H", "H", "H", "H", "H", "H", "H", "H", "H", "H", "H", "H", "C", "C", "C", "O", "C", "H", "H", "H", "H", "H", "H", "H", "H", "C", "C", "C", "O", "C", "H", "H", "H", "H", "H", "H", "H", "H", "C", "C", "C", "O", "C", "H", "H", "H", "H", "H", "H", "H", "H", "C", "C", "C", "O", "C", "H", "H", "H", "H", "H", "H", "H", "H", "C", "C", "C", "O", "C", "H", "H", "H", "H", "H", "H", "H", "H", "C", "C", "C", "O", "C", "H", "H", "H", "H", "H", "H", "H", "H", "C", "C", "C", "O", "C", "H", "H", "H", "H", "H", "H", "H", "H", "C", "C", "C", "O", "C", "H", "H", "H", "H", "H", "H", "H", "H"], "positions_angstrom": [[-1.002, -1.405, 0.191], [-1.351, -2.708, 0.926], [-0.130, -3.562, 0.840], [-0.237, -4.790, 1.578], [0.620, -5.704, 0.988], [2.158, -5.402, 0.956], [2.737, -5.369, -0.524], [2.014, -5.761, -1.628], [4.035, -4.936, -0.713], [-0.505, -0.781, 0.917], [-0.265, -1.658, -0.554], [-1.862, -0.921, -0.234], [-2.193, -3.209, 0.467], [-1.612, -2.506, 1.955], [-0.034, -3.794, -0.223], [0.734, -2.977, 1.141], [0.120, -6.664, 0.484], [2.393, -4.437, 1.388], [2.701, -6.151, 1.522], [1.463, -5.030, -1.956], [4.121, -4.033, -0.362], [2.253, 1.682, -1.893], [2.191, 1.046, -3.281], [1.893, -0.408, -2.946], [1.131, -0.396, -1.730], [1.171, 0.914, -1.154], [2.085, 2.755, -1.887], [3.226, 1.491, -1.435], [1.362, 1.477, -3.850], [3.102, 1.165, -3.865], [2.813, -0.972, -2.771], [1.323, -0.916, -3.722], [0.188, 1.379, -1.290], [1.367, 0.830, -0.083], [-5.432, 1.192, -1.798], [-4.592, 2.056, -2.736], [-3.250, 2.080, -2.019], [-3.145, 0.834, -1.312], [-4.412, 0.169, -1.320], [-6.297, 0.735, -2.277], [-5.786, 1.789, -0.953], [-4.490, 1.564, -3.707], [-4.998, 3.052, -2.900], [-3.202, 2.888, -1.284], [-2.413, 2.189, -2.700], [-4.351, -0.686, -2.004], [-4.629, -0.204, -0.318], [-1.229, 6.421, -4.323], [-0.905, 6.620, -2.845], [-1.860, 5.637, -2.184], [-2.033, 4.558, -3.108], [-1.493, 4.923, -4.381], [-0.431, 6.736, -4.994], [-2.134, 6.974, -4.585], [0.130, 6.331, -2.647], [-1.044, 7.642, -2.497], [-2.839, 6.094, -2.000], [-1.479, 5.243, -1.241], [-0.564, 4.363, -4.536], [-2.199, 4.646, -5.164], [-3.552, 3.116, 2.840], [-4.264, 1.995, 3.593], [-5.684, 2.113, 3.052], [-5.567, 2.594, 1.710], [-4.227, 3.048, 1.483], [-2.471, 2.990, 2.778], [-3.756, 4.076, 3.321], [-3.837, 1.028, 3.315], [-4.212, 2.091, 4.677], [-6.272, 2.834, 3.631], [-6.216, 1.161, 3.045], [-3.717, 2.326, 0.836], [-4.252, 4.013, 0.974], [5.277, 4.344, 1.516], [4.580, 3.160, 2.180], [3.202, 3.212, 1.534], [3.391, 3.746, 0.221], [4.711, 4.281, 0.104], [6.364, 4.283, 1.538], [4.977, 5.275, 2.001], [5.087, 2.230, 1.913], [4.539, 3.225, 3.266], [2.526, 3.876, 2.085], [2.731, 2.230, 1.457], [5.302, 3.611, -0.531], [4.661, 5.258, -0.378], [1.035, 3.112, 5.348], [1.479, 1.857, 4.602], [0.490, 1.821, 3.445], [0.160, 3.182, 3.152], [0.638, 4.029, 4.199], [1.807, 3.543, 5.984], [0.165, 2.890, 5.970], [2.496, 1.987, 4.224], [1.454, 0.953, 5.207], [-0.429, 1.293, 3.723], [0.900, 1.351, 2.550], [1.502, 4.591, 3.824], [-0.143, 4.739, 4.471], [-1.813, -7.653, 4.954], [-0.933, -6.898, 3.962], [0.402, -6.873, 4.692], [0.456, -8.064, 5.482], [-0.835, -8.677, 5.517], [-2.691, -8.112, 4.503], [-2.148, -6.978, 5.745], [-0.844, -7.467, 3.033], [-1.298, -5.905, 3.715], [0.471, -6.009, 5.363], [1.258, -6.852, 4.015], [-0.807, -9.580, 4.897], [-1.066, -8.969, 6.542], [2.704, -4.252, -5.897], [2.378, -3.299, -7.044], [2.313, -1.960, -6.324], [3.229, -2.044, -5.229], [3.641, -3.405, -5.049], [3.157, -5.188, -6.218], [1.796, -4.488, -5.337], [3.193, -3.297, -7.772], [1.455, -3.541, -7.569], [1.309, -1.774, -5.924], [2.592, -1.120, -6.961], [4.678, -3.500, -5.388], [3.601, -3.658, -3.989]], "lowdin_charge": [-0.07, -0.21, -0.23, -0.01, -0.30, -0.01, -0.66, 0.14, 0.14, 0.07, 0.05, 0.06, 0.11, 0.11, 0.13, 0.13, 0.10, 0.09, 0.11, 0.11, 0.11, -0.17, -0.15, -0.20, -0.16, -0.20, 0.11, 0.11, 0.11, 0.11, 0.11, 0.10, 0.12, 0.10, -0.16, -0.16, -0.21, -0.17, -0.21, 0.11, 0.10, 0.11, 0.11, 0.10, 0.10, 0.12, 0.12, -0.17, -0.17, -0.20, -0.17, -0.20, 0.11, 0.11, 0.11, 0.11, 0.12, 0.12, 0.12, 0.12, -0.16, -0.17, -0.20, -0.15, -0.20, 0.10, 0.12, 0.11, 0.11, 0.12, 0.12, 0.10, 0.12, -0.17, -0.16, -0.20, -0.15, -0.20, 0.11, 0.11, 0.12, 0.11, 0.10, 0.10, 0.12, 0.12, -0.16, -0.16, -0.20, -0.16, -0.20, 0.11, 0.11, 0.10, 0.11, 0.12, 0.10, 0.10, 0.12, -0.17, -0.17, -0.20, -0.14, -0.21, 0.11, 0.11, 0.11, 0.11, 0.12, 0.11, 0.12, 0.11, -0.17, -0.17, -0.21, -0.16, -0.19, 0.11, 0.11, 0.11, 0.11, 0.11, 0.12, 0.12, 0.11], "max_force_ev_per_a": 1.3, "homo_ha": -0.335, "homo_lumo_gap_ev": 9.45, "multiplicity": 1, "lumo_energy_ev": 0.33}

{"formula": "C36H29BBr4F2N2O3PSn", "method": "the ωB97M-V functional and the def2-TZVPD basis", "symbols": ["Sn", "C", "C", "C", "C", "C", "O", "C", "N", "C", "C", "C", "C", "C", "C", "P", "C", "C", "C", "C", "C", "C", "C", "C", "C", "C", "C", "C", "H", "H", "H", "H", "H", "H", "H", "H", "H", "H", "H", "H", "H", "H", "H", "H", "H", "H", "H", "H", "H", "H", "H", "H", "Br", "C", "C", "Br", "C", "Br", "C", "O", "C", "O", "C", "Br", "F", "B", "F", "N", "C", "C", "C", "C", "C", "C", "H", "H", "H", "H", "H"], "positions_angstrom": [[-1.166, 0.468, -0.748], [-4.258, 0.682, 3.232], [-2.953, 1.207, 2.641], [-2.575, 2.567, 3.229], [-1.848, 0.163, 2.829], [-1.524, -0.138, 4.297], [-0.080, -0.125, 4.349], [0.344, 0.330, 3.134], [-0.544, 0.566, 2.261], [1.838, 0.429, 3.049], [2.526, 0.452, 4.266], [3.907, 0.475, 4.302], [4.630, 0.466, 3.117], [3.962, 0.434, 1.908], [2.569, 0.419, 1.847], [1.756, 0.315, 0.196], [2.500, -1.249, -0.399], [3.068, -1.511, -1.641], [3.356, -2.816, -2.029], [3.051, -3.878, -1.199], [2.474, -3.632, 0.043], [2.198, -2.335, 0.433], [2.541, 1.797, -0.573], [3.021, 1.919, -1.876], [3.377, 3.162, -2.391], [3.233, 4.310, -1.631], [2.734, 4.211, -0.338], [2.394, 2.973, 0.180], [-5.074, 1.378, 3.029], [-4.176, 0.564, 4.318], [-4.524, -0.283, 2.794], [-3.106, 1.320, 1.566], [-2.689, 2.577, 4.318], [-3.218, 3.349, 2.820], [-1.543, 2.826, 2.987], [-2.138, -0.746, 2.290], [-1.871, -1.110, 4.637], [-1.885, 0.639, 4.970], [1.958, 0.453, 5.185], [4.422, 0.492, 5.255], [5.714, 0.478, 3.137], [4.520, 0.412, 0.978], [3.276, -0.717, -2.337], [3.789, -2.997, -3.005], [3.229, -4.895, -1.527], [2.212, -4.457, 0.694], [1.703, -2.157, 1.382], [3.108, 1.059, -2.518], [3.765, 3.227, -3.401], [3.496, 5.276, -2.045], [2.591, 5.101, 0.262], [1.995, 2.910, 1.188], [-7.380, 0.158, -3.980], [-5.527, 0.321, -3.645], [-4.615, 0.332, -4.692], [-5.199, 0.184, -6.483], [-3.244, 0.449, -4.411], [-1.939, 0.511, -5.779], [-2.773, 0.540, -3.107], [-1.493, 0.649, -2.804], [-3.708, 0.549, -2.038], [-3.242, 0.685, -0.806], [-5.061, 0.433, -2.327], [-6.241, 0.489, -0.847], [-0.257, 3.210, -1.792], [-0.706, 2.644, -0.685], [-0.907, 3.447, 0.356], [-0.828, -1.399, -0.334], [-0.599, -2.332, -1.325], [-0.022, -2.126, -2.604], [0.219, -3.176, -3.479], [-0.046, -4.493, -3.121], [-0.576, -4.730, -1.853], [-0.866, -3.689, -0.989], [0.207, -1.114, -2.912], [0.630, -2.956, -4.460], [0.148, -5.309, -3.807], [-0.793, -5.749, -1.543], [-1.270, -3.886, -0.002]], "lowdin_charge": [1.23, -0.06, -0.38, -0.06, -0.28, -0.08, -0.02, -0.31, 0.14, -0.12, -0.02, -0.07, -0.07, -0.08, -0.30, 1.09, -0.35, -0.09, -0.09, -0.09, -0.08, -0.11, -0.35, -0.07, -0.08, -0.09, -0.08, -0.12, 0.08, 0.07, 0.09, 0.11, 0.07, 0.08, 0.07, 0.14, 0.13, 0.11, 0.11, 0.10, 0.10, 0.11, 0.07, 0.10, 0.10, 0.10, 0.10, 0.08, 0.10, 0.10, 0.11, 0.11, 0.67, -0.76, -0.76, 0.67, -0.63, 0.74, -0.40, -0.25, -0.40, -0.25, -0.64, 0.73, 0.19, -0.69, 0.17, -0.18, -0.45, -0.08, -0.12, -0.15, -0.14, -0.08, 0.08, 0.10, 0.08, 0.09, 0.09], "max_force_ev_per_a": 0.8, "charge": -1, "homo_ha": -0.138, "homo_lumo_gap_ev": 6.03, "multiplicity": 1, "e_above_lowest_kcal_mol": 26.1, "lumo_energy_ev": 2.28}

{"formula": "C45H68FeGe2NO2P2S", "method": "the ωB97M-V functional and the def2-TZVPD basis", "symbols": ["Fe", "C", "C", "C", "P", "C", "C", "C", "C", "C", "C", "C", "C", "C", "C", "N", "C", "C", "C", "C", "C", "C", "C", "P", "C", "C", "C", "C", "C", "C", "H", "H", "H", "H", "H", "H", "H", "H", "H", "H", "H", "H", "H", "H", "H", "H", "H", "H", "H", "H", "H", "H", "H", "H", "H", "H", "H", "H", "H", "H", "H", "H", "H", "H", "H", "H", "H", "H", "H", "H", "O", "H", "H", "S", "C", "C", "C", "C", "O", "H", "H", "H", "H", "H", "H", "H", "C", "Ge", "C", "C", "Ge", "C", "C", "C", "C", "C", "C", "C", "C", "C", "C", "C", "C", "H", "H", "H", "H", "H", "H", "H", "H", "H", "H", "H", "H", "H", "H", "H", "H", "H", "H", "H"], "positions_angstrom": [[0.167, 0.067, 0.121], [1.485, 4.344, 1.477], [0.031, 3.914, 1.651], [-0.873, 4.711, 0.713], [-0.247, 2.035, 1.506], [-1.956, 2.051, 2.294], [-2.172, 0.852, 3.209], [-2.996, 1.997, 1.174], [0.939, 1.566, 2.797], [0.903, 2.115, 4.076], [1.960, 2.003, 4.962], [1.891, 2.548, 6.365], [3.127, 1.416, 4.469], [3.188, 0.852, 3.214], [2.058, 0.803, 2.355], [2.021, 0.215, 1.122], [3.088, -0.505, 0.605], [3.959, -1.331, 1.323], [5.077, -1.887, 0.718], [5.362, -1.657, -0.619], [6.626, -2.166, -1.267], [4.438, -0.935, -1.372], [3.299, -0.404, -0.798], [1.868, 0.396, -1.606], [2.780, 2.130, -1.850], [1.796, 3.234, -2.219], [3.553, 2.521, -0.593], [1.758, 0.131, -3.490], [3.057, -0.155, -4.246], [0.715, -0.890, -3.950], [1.614, 5.364, 1.848], [1.782, 4.334, 0.429], [2.160, 3.695, 2.036], [-0.253, 4.144, 2.681], [-0.691, 4.450, -0.334], [-0.676, 5.781, 0.819], [-1.927, 4.545, 0.932], [-2.068, 2.982, 2.860], [-2.036, -0.055, 2.623], [-3.192, 0.861, 3.606], [-1.473, 0.843, 4.043], [-2.816, 1.109, 0.571], [-2.956, 2.865, 0.515], [-4.002, 1.933, 1.597], [0.019, 2.665, 4.387], [0.943, 3.057, 6.540], [2.699, 3.260, 6.551], [1.984, 1.746, 7.101], [4.019, 1.410, 5.088], [4.138, 0.476, 2.865], [3.746, -1.556, 2.359], [5.746, -2.505, 1.309], [7.234, -2.722, -0.553], [7.220, -1.332, -1.649], [6.399, -2.822, -2.110], [4.638, -0.801, -2.426], [3.489, 2.000, -2.674], [1.129, 3.433, -1.377], [1.188, 2.984, -3.093], [2.327, 4.163, -2.449], [2.924, 2.390, 0.286], [3.875, 3.567, -0.638], [4.436, 1.898, -0.463], [1.408, 1.115, -3.827], [3.353, -1.196, -4.116], [3.882, 0.490, -3.945], [2.883, 0.011, -5.313], [1.034, -1.905, -3.723], [0.587, -0.811, -5.035], [-0.256, -0.735, -3.480], [-0.942, 1.646, -1.474], [-0.515, 1.373, -2.297], [-0.858, 2.607, -1.417], [1.440, -2.766, -1.007], [0.749, -1.335, -1.190], [0.998, -3.024, 2.327], [0.086, -1.829, 2.623], [-0.997, -2.312, 3.608], [-0.470, -1.264, 1.465], [1.494, -3.341, 3.249], [1.756, -2.762, 1.596], [0.411, -3.861, 1.936], [0.698, -1.079, 3.151], [-0.564, -3.008, 4.331], [-1.787, -2.819, 3.060], [-1.437, -1.484, 4.160], [-4.919, -0.786, -3.074], [-3.220, 0.139, -2.528], [-2.428, 0.606, -4.327], [-3.995, 1.947, -2.100], [-1.733, -1.214, -0.855], [-3.298, -1.750, 0.325], [-4.458, -0.984, 0.403], [-5.562, -1.396, 1.138], [-5.533, -2.605, 1.816], [-4.391, -3.390, 1.741], [-3.295, -2.964, 1.007], [-1.782, -2.951, -1.908], [-1.357, -4.160, -1.351], [-1.356, -5.343, -2.075], [-1.770, -5.353, -3.399], [-2.178, -4.165, -3.984], [-2.180, -2.990, -3.244], [-5.407, -0.202, -3.858], [-5.603, -0.864, -2.227], [-4.744, -1.795, -3.450], [-3.212, 1.079, -4.922], [-2.070, -0.267, -4.874], [-1.599, 1.315, -4.245], [-4.580, 2.262, -2.967], [-3.227, 2.699, -1.917], [-4.661, 1.922, -1.236], [-4.516, -0.042, -0.131], [-6.447, -0.770, 1.177], [-6.387, -2.937, 2.394], [-4.359, -4.341, 2.262], [-2.419, -3.595, 0.959], [-0.999, -4.185, -0.330], [-1.023, -6.260, -1.604], [-1.773, -6.275, -3.969], [-2.494, -4.152, -5.022], [-2.500, -2.077, -3.730]], "lowdin_charge": [0.25, -0.11, -0.51, -0.11, 1.13, -0.51, -0.11, -0.14, -0.32, -0.08, -0.30, -0.07, -0.06, -0.02, -0.31, -0.04, -0.34, -0.05, -0.05, -0.29, -0.07, -0.06, -0.33, 1.00, -0.47, -0.13, -0.12, -0.48, -0.12, -0.14, 0.08, 0.05, 0.07, 0.09, 0.06, 0.08, 0.06, 0.10, 0.05, 0.09, 0.06, 0.03, 0.05, 0.09, 0.11, 0.07, 0.07, 0.07, 0.11, 0.09, 0.11, 0.10, 0.07, 0.07, 0.07, 0.09, 0.08, 0.04, 0.06, 0.08, 0.04, 0.08, 0.07, 0.08, 0.08, 0.05, 0.08, 0.06, 0.09, 0.02, -0.21, 0.00, 0.03, 0.81, -0.85, -0.08, -0.53, -0.05, -0.38, 0.08, 0.00, 0.07, 0.11, 0.07, 0.05, 0.05, -0.24, 0.76, -0.26, -0.25, 0.93, -0.29, -0.16, -0.10, -0.11, -0.10, -0.13, -0.32, -0.18, -0.10, -0.11, -0.10, -0.15, 0.01, 0.00, 0.00, 0.01, 0.00, 0.00, 0.01, -0.01, 0.00, 0.04, 0.10, 0.09, 0.10, 0.08, 0.07, 0.10, 0.09, 0.09, 0.03], "max_force_ev_per_a": 3.1, "charge": -1, "homo_ha": [-0.131, -0.143], "homo_lumo_gap_ev": [6.09, 6.21], "multiplicity": 5, "e_above_lowest_kcal_mol": 37.3, "lumo_energy_ev": [2.52, 2.33]}

{"formula": "C5H17NO2", "method": "the ωB97M-V functional and the def2-TZVPD basis", "symbols": ["C", "N", "C", "C", "C", "C", "H", "H", "H", "H", "H", "H", "H", "H", "H", "H", "H", "H", "H", "H", "H", "O", "H", "H", "O"], "positions_angstrom": [[1.396, -0.927, -0.330], [0.219, -0.116, -0.637], [0.642, 1.282, -0.898], [0.653, 2.062, 0.408], [-0.455, -0.720, -1.792], [1.013, -2.360, 0.140], [1.836, -0.506, 0.571], [2.051, -1.014, -1.201], [-0.041, 1.726, -1.631], [1.520, 1.284, -1.565], [0.729, 3.106, 0.089], [-0.293, 1.909, 0.917], [1.542, 1.857, 0.998], [0.092, -1.475, -2.369], [-0.902, 0.014, -2.457], [-1.308, -1.312, -1.434], [1.473, -2.561, 1.108], [-0.069, -2.438, 0.107], [1.508, -3.129, -0.455], [-2.212, 0.400, 0.013], [-2.670, 1.387, -1.024], [-2.886, 1.078, -0.143], [0.068, -1.096, 2.403], [-0.317, 0.381, 2.378], [-0.159, -0.358, 2.975]], "lowdin_charge": [-0.26, -0.24, -0.27, -0.08, -0.11, -0.08, 0.10, 0.11, 0.10, 0.12, 0.08, 0.06, 0.07, 0.09, 0.08, 0.08, 0.07, 0.07, 0.07, 0.01, 0.02, -0.05, 0.01, 0.00, -0.05], "max_force_ev_per_a": 1.9, "homo_ha": -0.340, "homo_lumo_gap_ev": 10.04, "multiplicity": 1, "e_above_lowest_kcal_mol": 31.9, "lumo_energy_ev": 0.78}